Entry 1:
{
  "formula": "C8H12Br2Cl12O2Sr2",
  "method": "the ωB97M-V functional and the def2-TZVPD basis",
  "elements": ["Sr", "Sr", "O", "C", "C", "O", "H", "H", "H", "H", "Br", "C", "C", "Br", "H", "H", "H", "H", "C", "Cl", "Cl", "Cl", "H", "C", "Cl", "Cl", "Cl", "H", "C", "Cl", "Cl", "Cl", "H", "C", "Cl", "Cl", "Cl", "H"],
  "xyz": [[4.34657, -2.44105, -0.23948], [0.54378, -3.61397, 0.22760], [-1.09505, -1.63575, 0.69450], [-0.56020, -0.71368, -0.24577], [1.00350, -0.45046, -0.43702], [1.94135, -1.54199, -0.53843], [-1.13773, 0.19230, -0.06200], [-0.92214, -1.04760, -1.21819], [1.28730, 0.27367, 0.32666], [1.20220, 0.10799, -1.35176], [5.51420, 0.23902, 0.91068], [4.15433, 1.56629, 1.58688], [4.82740, 2.52649, 2.61788], [3.55829, 3.99149, 3.19688], [3.42561, 0.97438, 2.14068], [3.67651, 2.20773, 0.84637], [5.69178, 2.98282, 2.13549], [5.11926, 2.06321, 3.56037], [-1.18181, 0.00847, 3.60518], [-2.46683, 1.19972, 3.92544], [-1.65691, -1.60097, 4.23750], [0.35799, 0.57962, 4.29666], [-1.12211, -0.00385, 2.51688], [-4.10584, -2.78636, -1.54564], [-5.09813, -2.56858, -3.01604], [-2.62884, -3.77416, -1.81658], [-5.22473, -3.57182, -0.33016], [-3.80565, -1.84043, -1.09486], [-4.01213, 1.20192, -0.01586], [-3.74429, 0.65140, -1.68736], [-5.70489, 1.44830, 0.25864], [-3.03277, 2.64751, 0.27796], [-3.63129, 0.48980, 0.71623], [0.92981, 0.43938, -4.77292], [-0.44696, 1.54210, -5.15358], [2.35270, 0.67573, -5.82254], [0.43669, -1.22172, -4.94628], [1.20902, 0.80307, -3.78404]],
  "lowdin_charge": [1.518, 1.555, -0.469, -0.391, -0.308, -0.650, 0.077, 0.070, 0.093, 0.095, 0.592, -0.565, -0.621, 0.638, 0.047, 0.072, 0.056, 0.056, -1.510, 0.533, 0.512, 0.495, -0.028, -1.453, 0.544, 0.474, 0.497, -0.056, -1.560, 0.551, 0.598, 0.528, 0.002, -1.542, 0.522, 0.516, 0.523, -0.010],
  "total_energy_ha": -11193.62222,
  "max_force_ev_per_a": 3.9,
  "total_charge": 2,
  "homo_ev": -13.6,
  "homo_lumo_gap_ev": 4.3
}



Entry 2:
{
  "formula": "C35H27BrN3O3PPt",
  "method": "the ωB97M-V functional and the def2-TZVPD basis",
  "elements": ["Pt", "Br", "C", "C", "C", "C", "C", "C", "N", "N", "C", "C", "C", "C", "O", "C", "N", "C", "C", "C", "C", "H", "H", "H", "H", "H", "H", "H", "H", "H", "C", "C", "C", "C", "C", "C", "P", "C", "C", "C", "C", "C", "C", "C", "C", "C", "C", "C", "C", "H", "H", "H", "H", "H", "H", "H", "H", "H", "H", "H", "H", "H", "H", "H", "C", "C", "O", "O", "H", "H", "H"],
  "xyz": [[-0.08679, 0.31213, -0.61694], [-0.84737, -8.53118, 3.07719], [-0.65382, -6.91928, 3.97275], [-1.48666, -5.84221, 3.62294], [-1.32237, -4.63732, 4.25005], [-0.31517, -4.50989, 5.23038], [0.45153, -5.61648, 5.64429], [0.30127, -6.81332, 4.98868], [-0.02913, -3.33434, 5.86642], [-0.44832, -2.26739, 5.45396], [-0.47365, -1.38650, 4.53267], [-1.58565, -0.43481, 4.49618], [-1.77832, 0.34767, 3.43130], [-0.88583, 0.27976, 2.26655], [-1.13022, 0.94132, 1.26418], [0.33261, -0.58033, 2.37575], [1.17185, -0.52174, 1.35233], [2.37060, -1.07598, 1.47263], [2.77670, -1.71400, 2.64427], [1.87260, -1.85368, 3.67967], [0.60310, -1.29906, 3.53367], [-2.25611, -5.98143, 2.87722], [-1.96919, -3.80018, 4.01907], [1.17432, -5.48939, 6.43920], [0.89267, -7.67474, 5.26391], [-2.26042, -0.42675, 5.34220], [-2.60882, 1.03835, 3.37132], [3.02095, -1.01283, 0.60918], [3.78628, -2.08888, 2.73485], [2.16451, -2.34077, 4.60219], [3.89953, 1.96785, -4.53608], [2.95707, 2.97593, -4.69527], [1.79614, 2.96025, -3.94209], [1.56769, 1.92658, -3.03123], [2.51332, 0.91770, -2.87807], [3.67818, 0.94131, -3.63068], [0.08581, 1.99539, -2.01109], [0.14157, 3.55954, -1.11301], [-0.38148, 4.72363, -1.67501], [-0.25346, 5.93341, -1.01112], [0.38774, 5.98496, 0.21925], [0.91214, 4.82975, 0.78241], [0.79326, 3.62008, 0.11743], [-1.36776, 2.06505, -3.06909], [-1.29137, 1.81517, -4.43558], [-2.45016, 1.81201, -5.20180], [-3.67825, 2.04029, -4.60206], [-3.75773, 2.28061, -3.23394], [-2.60818, 2.28736, -2.46610], [4.80954, 1.98540, -5.12079], [3.12787, 3.77332, -5.40565], [1.07012, 3.75562, -4.06214], [2.32622, 0.10599, -2.18780], [4.41270, 0.15565, -3.51454], [-0.89426, 4.68620, -2.62845], [-0.65310, 6.83564, -1.45385], [0.48151, 6.92909, 0.73897], [1.41984, 4.87564, 1.73677], [1.22363, 2.72087, 0.54590], [-0.33462, 1.62540, -4.90396], [-2.39050, 1.62842, -6.26602], [-4.57992, 2.03254, -5.19983], [-4.71841, 2.45939, -2.77007], [-2.66956, 2.47418, -1.39963], [-1.08192, -2.99650, -2.61267], [-0.72891, -1.88929, -1.68324], [-1.06506, -1.84163, -0.48162], [-0.01369, -0.91201, -2.17805], [-1.86256, -3.60967, -2.17199], [-0.19718, -3.60727, -2.79756], [-1.40691, -2.59059, -3.56873]],
  "lowdin_charge": [1.015, 0.917, -0.652, -0.081, 0.029, -0.233, 0.041, -0.079, 0.208, 0.162, -0.136, 0.054, 0.071, -0.268, 0.000, -0.151, 0.071, -0.051, 0.014, 0.038, -0.063, 0.120, 0.128, 0.137, 0.122, 0.140, 0.144, 0.132, 0.128, 0.130, -0.054, -0.052, -0.082, -0.341, -0.093, -0.062, 0.923, -0.343, -0.076, -0.052, -0.055, -0.067, -0.104, -0.360, -0.066, -0.055, -0.056, -0.060, -0.095, 0.115, 0.116, 0.112, 0.072, 0.111, 0.111, 0.116, 0.115, 0.110, 0.083, 0.108, 0.114, 0.115, 0.113, 0.110, 0.029, -0.646, -0.048, -0.189, 0.094, 0.101, 0.099],
  "total_energy_ha": -4774.03395,
  "max_force_ev_per_a": 1.0,
  "de_lowest_kcal_mol": 0.00,
  "total_charge": 2,
  "homo_ev": -13.2,
  "homo_lumo_gap_ev": 5.2
}



Entry 3:
{
  "formula": "C43H33ClN3O5PSTi",
  "method": "the ωB97M-V functional and the def2-TZVPD basis",
  "elements": ["Ti", "O", "C", "O", "C", "C", "C", "C", "C", "N", "C", "O", "O", "H", "H", "H", "H", "O", "C", "C", "C", "C", "C", "C", "C", "P", "C", "C", "C", "C", "C", "C", "C", "C", "C", "C", "C", "C", "H", "H", "H", "H", "H", "H", "H", "H", "H", "H", "H", "H", "H", "H", "Cl", "C", "C", "C", "C", "N", "C", "H", "H", "H", "H", "N", "S", "C", "C", "C", "C", "C", "C", "C", "C", "C", "C", "C", "C", "H", "H", "H", "H", "H", "H", "H", "H", "H", "H", "H"],
  "xyz": [[-0.60621, -0.25273, -2.00357], [2.59384, -2.62588, -3.60007], [1.61105, -1.80624, -3.26879], [0.69040, -2.04066, -2.47563], [1.70343, -0.50601, -3.99790], [2.65829, -0.11560, -4.93316], [2.45550, 1.13830, -5.52314], [1.42664, 1.96946, -5.08761], [0.53946, 1.51130, -4.09662], [0.68600, 0.25047, -3.61741], [-0.60244, 2.23874, -3.40989], [-0.93010, 3.35827, -3.77417], [-1.18973, 1.59604, -2.40574], [2.51218, -3.47041, -3.11153], [3.51992, -0.72638, -5.21897], [3.13746, 1.50321, -6.27453], [1.33453, 2.99710, -5.47858], [-1.84392, -1.31558, -3.79087], [-2.14794, -1.24052, -2.57869], [-3.24663, -1.80640, -1.94511], [-4.31259, -2.36939, -2.66742], [-5.33995, -2.98359, -1.94164], [-5.32717, -3.02060, -0.55819], [-4.31341, -2.34513, 0.16720], [-3.27540, -1.73543, -0.50369], [-2.04305, -0.82277, 0.47541], [-1.43737, -1.95919, 1.74608], [-1.44093, -3.34820, 1.51801], [-0.79208, -4.21098, 2.40106], [-0.28589, -3.72010, 3.59828], [-0.40008, -2.38536, 3.90081], [-0.96508, -1.48988, 2.97475], [-2.98854, 0.56605, 1.20028], [-3.31468, 1.66868, 0.37828], [-4.14520, 2.67891, 0.87424], [-4.64381, 2.61015, 2.17942], [-4.24194, 1.58665, 3.01535], [-3.46439, 0.51650, 2.53226], [-4.31212, -2.36295, -3.75641], [-6.16284, -3.45907, -2.46364], [-6.10295, -3.57309, -0.05263], [-4.38363, -2.33801, 1.25222], [-1.92653, -3.71987, 0.61399], [-0.76324, -5.23567, 2.15495], [0.17259, -4.38859, 4.33470], [-0.03404, -2.00843, 4.85199], [-1.04023, -0.41790, 3.21919], [-2.92825, 1.76362, -0.63360], [-4.38335, 3.50679, 0.22847], [-5.33560, 3.38951, 2.51332], [-4.51769, 1.62217, 4.05059], [-3.23190, -0.32614, 3.15229], [-0.65932, 3.34848, 3.63942], [-0.41367, 3.94255, 2.04435], [-0.52458, 5.30596, 1.68031], [-0.37736, 5.64321, 0.33226], [-0.06573, 4.65857, -0.57638], [0.05587, 3.37941, -0.22620], [-0.16551, 3.00783, 1.02757], [-0.76135, 6.05403, 2.42625], [-0.42290, 6.64460, -0.05607], [0.04239, 4.91245, -1.61836], [-0.12949, 1.95674, 1.30048], [1.07080, 0.32168, -0.68051], [1.69499, -0.40409, 0.64570], [2.93429, -1.63912, 0.16928], [2.51071, -2.96895, 0.08998], [3.42035, -3.96998, -0.26977], [4.72587, -3.63564, -0.55628], [5.15944, -2.32135, -0.48788], [4.28841, -1.31437, -0.09990], [2.70355, 0.73122, 1.66163], [3.05670, 2.01333, 1.30086], [3.71837, 2.85975, 2.19189], [4.10088, 2.37179, 3.42977], [3.76003, 1.05756, 3.79037], [3.07104, 0.23245, 2.90658], [1.54429, 1.20370, -0.86857], [1.47791, -3.26156, 0.29865], [3.06325, -4.97670, -0.30654], [5.42596, -4.39410, -0.88778], [6.19490, -2.07887, -0.73262], [4.61885, -0.27881, -0.03434], [2.77165, 2.42075, 0.31470], [3.89792, 3.89677, 1.91851], [4.64705, 3.01239, 4.09928], [4.08366, 0.70394, 4.76294], [2.86036, -0.78079, 3.20650]],
  "mulliken_spin": [0.867, 0.001, 0.002, -0.001, 0.009, -0.003, 0.002, -0.004, 0.019, 0.011, -0.004, 0.003, 0.007, 0.000, 0.000, 0.000, 0.000, 0.062, -0.073, -0.030, 0.023, -0.005, 0.016, -0.020, -0.013, 0.120, -0.006, -0.007, 0.001, -0.001, 0.000, 0.001, -0.022, 0.023, 0.006, 0.000, 0.000, -0.003, 0.000, 0.000, 0.001, 0.000, -0.002, 0.000, 0.000, 0.000, 0.000, 0.016, 0.000, 0.000, 0.000, 0.000, 0.000, 0.000, 0.000, 0.000, 0.000, 0.001, 0.000, 0.000, 0.000, 0.000, 0.002, -0.027, 0.018, -0.003, 0.005, 0.002, 0.000, 0.000, -0.001, 0.003, -0.001, 0.000, 0.000, 0.000, 0.000, 0.006, -0.004, 0.000, 0.000, 0.000, 0.000, -0.001, 0.000, 0.000, 0.000, 0.000],
  "total_energy_ha": -4247.93508,
  "max_force_ev_per_a": 3.3,
  "de_lowest_kcal_mol": 0.00,
  "total_charge": 1,
  "homo_ev": [-9.4, -10.4],
  "multiplicity": 2,
  "homo_lumo_gap_ev": [6.3, 7.3]
}



Which formula does entry 1 have? C8H12Br2Cl12O2Sr2